[1]
{
  "formula": "C19H48BF3N4O11P3",
  "method": "wB97M-V/def2-TZVPD",
  "fmax_ha_per_bohr": 0.10566,
  "charge": 1,
  "spin_multiplicity": 1,
  "orbital_gap_ev": 6.98,
  "symbols": ["C", "C", "C", "O", "N", "B", "C", "O", "C", "N", "C", "O", "C", "F", "F", "F", "N", "P", "N", "H", "H", "H", "H", "H", "H", "H", "H", "H", "H", "H", "H", "H", "H", "H", "H", "H", "H", "O", "P", "O", "C", "C", "O", "C", "C", "O", "C", "C", "H", "H", "H", "H", "H", "H", "H", "H", "H", "H", "H", "H", "H", "H", "H", "O", "P", "O", "C", "C", "O", "C", "C", "O", "C", "C", "H", "H", "H", "H", "H", "H", "H", "H", "H", "H", "H", "H", "H", "H", "H"],
  "coordinates": [[9.83849, 0.03591, 1.33351], [8.77034, 1.11310, 1.63194], [9.20798, 2.53654, 1.28093], [8.29698, 3.32456, 0.46938], [7.77731, 2.64080, -0.60970], [8.77322, 2.32832, -1.75634], [9.21337, 0.88696, -2.13533], [9.23278, 3.38726, -2.45630], [6.50115, 2.39205, -0.65368], [5.93343, 1.76686, -1.76228], [5.97070, 0.31711, -1.81522], [4.67807, -0.20070, -2.07275], [4.67892, -1.24368, -2.93600], [3.47724, -1.75419, -2.96055], [4.98397, -0.86111, -4.17237], [5.53046, -2.19757, -2.56097], [5.66698, 2.77803, 0.36596], [4.87674, 1.54740, 1.34443], [3.40394, 1.34514, 0.93023], [10.42820, -0.17944, 2.22089], [9.31336, -0.89340, 1.10317], [10.46201, 0.27486, 0.47427], [7.83512, 0.80573, 1.16389], [8.59244, 1.06996, 2.70719], [10.22168, 2.52977, 0.86833], [9.29096, 3.10652, 2.20459], [10.29612, 0.89807, -2.26042], [8.89230, 0.14060, -1.41055], [8.77508, 0.62462, -3.10420], [9.58519, 4.09287, -1.89300], [6.15818, 2.21594, -2.64121], [6.41838, -0.12626, -0.92358], [6.62071, 0.01438, -2.63898], [6.13689, 3.48762, 0.92906], [5.57000, 0.34028, 1.18237], [5.00834, 1.96385, 2.67977], [2.78000, 1.55911, 1.70156], [-1.55055, 0.94422, 1.47983], [-1.78571, 1.35203, 0.08391], [-0.52313, 2.18793, -0.44467], [0.74986, 1.53537, -0.56071], [0.85137, 0.71438, -1.83212], [-2.87939, 2.55052, 0.20470], [-3.66711, 2.72331, 1.38492], [-3.11136, 3.83855, 2.24315], [-2.32673, 0.85072, -1.33095], [-3.53186, 0.03870, -1.35585], [-4.75264, 0.88324, -1.66024], [0.93190, 0.91456, 0.31700], [1.50003, 2.32182, -0.57119], [0.16890, -0.13676, -1.80873], [1.86621, 0.33623, -1.95728], [0.58313, 1.31848, -2.69915], [-3.73700, 1.79289, 1.94841], [-4.67673, 2.97974, 1.05568], [-2.06830, 3.65238, 2.49888], [-3.68870, 3.94232, 3.16290], [-3.14987, 4.78463, 1.70163], [-3.64908, -0.49818, -0.41327], [-3.39396, -0.69904, -2.14484], [-5.09819, 1.41318, -0.77402], [-5.57235, 0.25152, -2.00405], [-4.52556, 1.62975, -2.41985], [-7.97842, -4.26919, 2.48104], [-7.87909, -3.35046, 1.33686], [-7.65391, -1.85332, 1.87142], [-6.45217, -1.53095, 2.57890], [-5.28801, -1.29524, 1.63482], [-9.40750, -3.22115, 0.79860], [-10.40479, -4.18347, 1.15266], [-11.29259, -3.65444, 2.25740], [-7.23633, -3.15526, -0.11581], [-7.22588, -4.28048, -1.03287], [-8.38895, -4.20178, -2.00144], [-6.21798, -2.31987, 3.29845], [-6.66317, -0.62292, 3.14182], [-5.00565, -2.21828, 1.12431], [-4.41759, -0.92517, 2.18050], [-5.56410, -0.57161, 0.86668], [-9.94974, -5.13216, 1.43614], [-11.00077, -4.36457, 0.25499], [-10.70463, -3.36938, 3.12946], [-12.02658, -4.40449, 2.55496], [-11.82458, -2.76443, 1.91884], [-7.23106, -5.22474, -0.48417], [-6.28489, -4.22199, -1.57831], [-9.31051, -4.55384, -1.54179], [-8.19677, -4.82699, -2.87391], [-8.55458, -3.17420, -2.32169]],
  "forces_ev_per_a": [[-0.76, -0.25, 0.03], [0.44, -0.37, 0.22], [0.43, -0.49, 0.73], [-0.43, 0.37, 0.08], [0.52, -0.36, -0.55], [0.10, 0.07, -0.84], [-0.71, 0.22, 0.28], [0.60, -0.22, 0.86], [-0.92, 0.25, 0.72], [0.70, -0.28, 0.26], [0.33, -0.31, -0.99], [0.21, 0.38, 0.55], [-0.67, -0.08, 0.10], [-0.68, -0.19, 0.09], [0.52, 0.15, -0.39], [0.55, -0.19, 0.01], [1.55, -0.40, 0.30], [-2.77, -0.17, -0.20], [0.45, -0.14, 0.48], [0.32, 0.19, -0.16], [0.16, -0.07, -0.03], [0.15, 0.07, 0.11], [-0.03, 0.33, -0.17], [-0.26, 0.10, -0.05], [-0.21, 0.09, -0.50], [-0.19, 0.32, -0.20], [0.01, -0.17, -0.01], [0.20, -0.14, -0.06], [0.16, -0.01, -0.07], [-0.49, 0.46, -0.38], [-0.10, 0.03, -0.01], [-0.33, 0.21, 0.25], [0.02, 0.03, 0.02], [-0.03, -0.16, 0.24], [0.81, 0.47, -0.18], [0.88, 0.17, -0.15], [-0.34, 0.09, -0.31], [0.00, -2.52, -0.78], [-0.58, 5.37, 0.18], [-0.14, -0.63, -0.17], [0.11, -0.09, -0.20], [-0.16, -0.07, -0.02], [-0.05, -0.44, -0.11], [-0.02, 0.22, 0.21], [0.10, 0.13, -0.06], [0.53, -2.05, 0.89], [-0.32, -0.03, -0.30], [-0.06, 0.15, 0.27], [-0.07, 0.03, 0.03], [-0.10, 0.10, 0.08], [0.04, -0.02, 0.00], [0.02, 0.03, 0.05], [0.05, 0.04, 0.00], [0.14, -0.03, -0.01], [0.04, 0.00, -0.11], [-0.03, -0.13, 0.06], [-0.01, -0.01, 0.00], [-0.04, 0.00, 0.00], [0.07, -0.01, 0.01], [0.21, 0.02, 0.03], [0.03, 0.05, -0.01], [0.06, -0.04, -0.05], [0.01, -0.09, -0.09], [2.23, -1.20, -0.81], [-4.46, 3.09, 0.25], [0.46, -0.41, -0.30], [0.26, 0.11, 0.12], [0.00, -0.11, -0.10], [0.36, -0.25, -0.21], [-0.28, 0.01, 0.18], [-0.02, 0.18, 0.03], [1.49, -1.53, 0.82], [-0.04, 0.00, -0.35], [-0.23, -0.09, 0.15], [-0.07, -0.02, -0.01], [-0.13, -0.02, -0.03], [0.04, 0.01, 0.03], [-0.02, 0.00, 0.02], [-0.04, 0.07, 0.07], [0.10, 0.07, 0.09], [0.07, 0.09, -0.06], [0.06, -0.13, 0.01], [0.01, -0.01, -0.01], [-0.02, -0.02, -0.02], [0.01, 0.03, 0.06], [0.06, 0.08, 0.13], [-0.02, 0.06, 0.02], [0.08, 0.03, -0.01], [0.11, 0.01, -0.06]],
  "lowdin_charge": [-0.079, -0.205, -0.125, -0.041, 0.090, -0.475, 0.039, 0.219, -0.339, 0.137, -0.177, 0.072, -0.757, 0.218, 0.186, 0.183, -0.006, 0.727, -0.243, 0.083, 0.080, 0.067, 0.064, 0.116, 0.131, 0.137, 0.097, 0.062, 0.093, 0.140, 0.165, 0.129, 0.125, 0.115, 0.011, 0.027, 0.002, -0.223, 0.460, -0.181, -0.299, -0.067, -0.201, -0.294, -0.072, -0.184, -0.237, -0.064, 0.087, 0.096, 0.072, 0.054, 0.086, 0.098, 0.113, 0.075, 0.078, 0.078, 0.091, 0.119, 0.059, 0.083, 0.089, -0.214, 0.461, -0.179, -0.263, -0.085, -0.204, -0.295, -0.072, -0.195, -0.243, -0.066, 0.115, 0.120, 0.073, 0.080, 0.068, 0.107, 0.111, 0.078, 0.078, 0.078, 0.119, 0.114, 0.062, 0.080, 0.088]
}

=====

[2]
{
  "formula": "C19H49ClN3O7",
  "method": "wB97M-V/def2-TZVPD",
  "fmax_ha_per_bohr": 0.03161,
  "charge": -1,
  "spin_multiplicity": 1,
  "orbital_gap_ev": 7.75,
  "symbols": ["Cl", "C", "O", "C", "C", "N", "C", "C", "O", "C", "H", "H", "H", "H", "H", "H", "H", "H", "H", "H", "H", "H", "H", "H", "H", "C", "O", "C", "C", "N", "C", "C", "O", "C", "H", "H", "H", "H", "H", "H", "H", "H", "H", "H", "H", "H", "H", "H", "H", "C", "O", "C", "C", "N", "C", "C", "O", "C", "H", "H", "H", "H", "H", "H", "H", "H", "H", "H", "H", "H", "H", "H", "H", "C", "O", "H", "H", "H", "H"],
  "coordinates": [[0.05206, -0.66554, -0.51363], [2.01969, 6.35186, -0.00515], [1.48265, 7.32963, 0.87524], [0.10713, 7.26844, 1.08099], [-0.32237, 6.41080, 2.28889], [0.14505, 5.03486, 2.29495], [-0.43000, 4.21760, 1.23677], [0.28290, 2.88657, 1.17484], [1.67926, 3.08794, 0.97566], [2.43444, 1.91364, 1.22802], [3.09058, 6.53296, -0.02531], [1.54941, 6.47713, -0.98891], [1.82349, 5.31980, 0.29883], [-0.45613, 6.99898, 0.17707], [-0.27439, 8.28073, 1.25772], [-1.40192, 6.44379, 2.45669], [0.08838, 6.86588, 3.19711], [1.15582, 5.00004, 2.26379], [-0.34434, 4.68932, 0.24445], [-1.50216, 4.10001, 1.40484], [-0.08576, 2.24361, 0.37235], [0.15414, 2.36604, 2.13133], [2.13658, 1.15181, 0.50211], [2.28654, 1.45128, 2.20912], [3.44675, 2.27682, 1.06658], [-4.58591, 1.18437, 2.86863], [-4.69400, 0.44525, 1.69947], [-3.53573, -0.35449, 1.44775], [-3.65588, -0.91896, 0.05016], [-4.52795, -2.09994, -0.00103], [-4.84530, -2.46052, -1.37875], [-5.65641, -3.75076, -1.40010], [-4.80859, -4.87504, -1.47109], [-5.50511, -6.08842, -1.48293], [-3.64370, 1.74218, 2.92715], [-4.67836, 0.60356, 3.79855], [-5.39026, 1.91927, 2.95819], [-3.35999, -1.08611, 2.23877], [-2.66112, 0.30706, 1.41025], [-2.65900, -1.25833, -0.24544], [-3.94539, -0.11959, -0.64370], [-5.35803, -1.88250, 0.54179], [-3.90385, -2.56454, -1.91914], [-5.40663, -1.65900, -1.87996], [-6.28471, -3.76269, -2.30599], [-6.30758, -3.78882, -0.51965], [-5.96727, -6.21708, -2.47259], [-6.28173, -6.23936, -0.73039], [-4.75780, -6.87717, -1.41612], [5.05731, -0.38696, -2.63061], [5.55382, -0.97047, -1.45116], [4.87359, -0.53105, -0.29084], [3.53907, -1.28937, -0.08600], [3.62567, -2.71420, -0.35299], [4.49332, -3.41859, 0.56551], [4.69404, -4.86257, 0.18696], [3.47273, -5.57117, 0.21481], [3.67078, -6.89146, -0.18611], [4.10381, -0.82650, -2.93664], [5.82044, -0.53594, -3.39531], [4.91684, 0.69791, -2.55077], [4.68469, 0.54280, -0.37457], [5.49127, -0.69644, 0.59421], [2.81152, -0.87928, -0.79422], [3.07850, -1.00731, 0.86149], [3.98518, -2.83705, -1.29110], [4.16924, -3.38569, 1.61314], [5.48991, -2.95175, 0.66971], [5.42489, -5.32670, 0.86511], [5.15743, -4.96870, -0.80574], [4.12478, -6.92896, -1.18481], [2.72131, -7.42172, -0.22260], [4.32968, -7.48730, 0.46018], [-2.20623, 1.01398, -3.09381], [-1.78580, 1.71967, -1.93093], [-3.10671, 1.48150, -3.49201], [-1.39093, 1.07343, -3.82569], [-2.41080, -0.03915, -2.87898], [-1.08684, 1.16667, -1.53437]],
  "forces_ev_per_a": [[-0.12, 0.39, -0.11], [-0.57, -0.01, -0.08], [0.42, -0.02, 0.29], [-1.51, 0.20, 0.16], [0.87, 0.03, 0.40], [-0.59, 0.05, 0.02], [0.60, 0.20, -0.47], [-0.04, -0.51, 0.16], [-0.39, 0.36, 0.64], [-0.23, 0.26, -0.99], [0.02, -0.03, -0.23], [0.33, 0.04, -0.13], [0.16, 0.16, 0.14], [0.35, -0.46, -0.15], [0.36, 0.15, 0.24], [-0.12, -0.06, -0.42], [0.13, 0.17, -0.13], [-0.04, -0.04, -0.06], [0.02, 0.00, 0.00], [0.02, -0.26, 0.14], [-0.24, 0.00, 0.08], [-0.13, -0.07, 0.00], [0.23, -0.11, -0.10], [-0.01, 0.46, 0.26], [0.30, -0.57, 0.20], [-0.07, 0.58, 0.91], [-0.26, -0.32, 0.12], [0.29, 0.96, -0.84], [0.50, -1.05, 0.38], [0.17, 0.51, 0.06], [-0.31, -0.04, 0.84], [0.12, 0.25, -0.97], [0.03, 0.09, 0.88], [0.35, -0.36, -1.15], [0.10, -0.06, -0.11], [0.22, -0.40, -0.18], [-0.08, -0.05, -0.50], [-0.22, -0.27, -0.08], [0.05, 0.01, 0.20], [0.09, 0.21, -0.06], [-0.15, 0.08, 0.10], [-0.22, -0.12, -0.33], [-0.02, -0.24, -0.04], [-0.12, -0.02, -0.12], [-0.17, 0.06, 0.13], [-0.01, -0.09, 0.06], [-0.29, -0.03, 0.05], [0.11, 0.36, 0.32], [-0.01, -0.05, 0.27], [0.12, 0.06, -0.26], [0.35, 0.18, 0.25], [-0.71, -0.32, 0.57], [-0.20, 0.88, -1.35], [-0.02, 0.02, 0.97], [0.65, 0.09, 0.40], [0.21, -0.16, -0.08], [0.24, -0.08, 0.27], [0.02, -0.55, -0.44], [0.01, -0.02, -0.09], [-0.15, -0.20, -0.10], [-0.04, -0.02, 0.27], [-0.07, 0.07, 0.14], [0.47, -0.01, -0.30], [-0.04, -0.16, -0.03], [0.20, -0.53, 0.29], [-0.03, -0.02, -0.04], [-0.77, 0.06, -0.26], [0.19, -0.19, -0.41], [-0.10, 0.01, 0.22], [-0.17, 0.22, -0.18], [-0.07, 0.00, -0.11], [-0.17, 0.23, 0.00], [0.10, 0.30, 0.31], [0.64, 0.22, 0.33], [-0.29, -0.16, -0.17], [0.03, 0.08, 0.03], [-0.30, -0.18, -0.27], [0.00, 0.01, 0.01], [-0.01, -0.20, 0.26]],
  "lowdin_charge": [-0.344, -0.088, -0.183, -0.255, -0.207, -0.064, -0.213, -0.215, -0.222, -0.110, 0.088, 0.092, 0.057, 0.112, 0.113, 0.112, 0.109, 0.097, 0.109, 0.122, 0.086, 0.123, 0.037, 0.091, 0.083, -0.156, -0.189, -0.207, -0.225, -0.064, -0.210, -0.236, -0.178, -0.139, 0.082, 0.082, 0.080, 0.128, 0.110, 0.056, 0.117, 0.101, 0.125, 0.113, 0.116, 0.118, 0.082, 0.083, 0.084, -0.118, -0.201, -0.223, -0.241, -0.028, -0.229, -0.248, -0.160, -0.147, 0.091, 0.083, 0.087, 0.100, 0.108, 0.043, 0.105, 0.106, 0.127, 0.110, 0.119, 0.120, 0.083, 0.085, 0.082, -0.192, -0.194, 0.066, 0.071, 0.057, -0.068]
}